# 1
ORCA calculation (ωB97M-V with the def2-TZVPD basis set) on 2 unconnected molecules or ions with the total composition CHNO3.

Geometry as XYZ:
```
6
Properties=species:S:1:pos:R:3
O -2.504 -0.854 -1.526
C -1.680 -0.877 -0.748
O -0.856 -0.919 0.058
N 1.744 0.731 0.352
O 2.385 1.547 0.956
H 0.911 0.371 0.908
```

Summary:
relative energy (zero: lowest compared OMol25 entry of this formula, charge and spin) = 2.98 kJ/mol
highest occupied orbital energy = -9.43 eV
orbital gap = 9.2 eV
SMILES string = O=C=O.N=O

---

# 2
ORCA calculation (ωB97M-V with the def2-TZVPD basis set) on a molecular structure, C17H34N7O17S2.

Geometry as XYZ:
```
77
Properties=species:S:1:pos:R:3
C 1.420 0.635 3.965
C 0.576 -0.197 2.983
C 1.050 -1.626 2.838
O 2.356 -1.608 2.261
S 3.486 -2.450 3.040
O 3.373 -2.090 4.431
O 3.253 -3.836 2.715
N 4.800 -1.924 2.363
S 4.892 -0.492 1.688
O 6.286 -0.232 1.402
O 4.171 0.548 2.385
C 4.146 -0.750 0.053
C 3.179 0.259 -0.531
C 3.195 1.613 -0.176
C 2.320 2.526 -0.765
C 1.432 2.110 -1.755
C 1.422 0.769 -2.140
C 2.271 -0.167 -1.527
C 2.218 -1.598 -1.997
H 0.777 1.208 4.635
H 2.056 -0.014 4.562
H 2.069 1.316 3.424
H -0.472 -0.203 3.257
H 0.654 0.256 1.992
H 1.055 -2.149 3.791
H 0.394 -2.176 2.161
H 3.655 -1.713 0.115
H 4.988 -0.869 -0.626
H 3.887 1.958 0.572
H 2.345 3.553 -0.430
H 0.753 2.815 -2.214
H 0.752 0.467 -2.934
H 1.902 -1.629 -3.039
H 1.499 -2.175 -1.414
H 3.184 -2.089 -1.933
C 2.731 4.913 4.612
N 2.118 4.572 3.298
O 2.763 3.883 2.549
O 1.000 5.006 3.087
H 3.709 4.451 4.654
H 2.789 5.995 4.670
H 2.073 4.524 5.383
C -2.749 -1.255 -2.096
N -1.730 -0.624 -2.969
O -1.732 0.585 -3.048
O -0.949 -1.352 -3.555
H -3.350 -0.467 -1.668
H -3.338 -1.926 -2.711
H -2.223 -1.806 -1.323
C -3.250 2.276 1.872
N -3.356 0.876 1.383
O -2.833 0.606 0.328
O -3.960 0.084 2.077
H -2.680 2.843 1.146
H -4.262 2.655 1.981
H -2.747 2.242 2.834
C -0.687 2.348 -5.877
N -0.703 3.772 -5.441
O -1.219 4.041 -4.380
O -0.196 4.578 -6.196
H -1.166 1.739 -5.120
H -1.216 2.303 -6.824
H 0.353 2.064 -6.008
C -6.882 -2.147 1.903
N -6.259 -2.201 0.552
O -6.353 -1.217 -0.151
O -5.699 -3.229 0.247
H -7.337 -1.173 2.027
H -7.619 -2.943 1.948
H -6.094 -2.311 2.631
C -1.153 -4.680 -3.790
N -2.512 -5.018 -3.282
O -2.698 -6.124 -2.830
O -3.351 -4.142 -3.353
H -0.520 -5.549 -3.658
H -1.259 -4.410 -4.835
H -0.796 -3.825 -3.223
```

Summary:
net charge = -1
highest occupied orbital energy = -5.82 eV
orbital gap = 7.6 eV

---

# 3
ORCA calculation (ωB97M-V with the def2-TZVPD basis set) on a molecular structure, C32H48I2N2O4PSi.

Geometry as XYZ:
```
90
Properties=species:S:1:pos:R:3
C -5.263 1.195 -9.382
C -3.765 0.489 -9.149
C -3.520 -0.905 -10.031
N -2.802 1.020 -8.299
C -2.966 0.424 -6.894
C -4.212 0.821 -6.161
C -4.441 0.198 -4.626
O -5.698 0.003 -4.214
C -3.075 -0.075 -3.760
C -3.031 0.049 -2.126
P -4.589 0.480 -1.109
C -4.157 0.791 0.729
C -5.842 -0.971 -1.124
C -1.575 -0.200 -1.342
C -0.171 -0.568 -2.099
C 1.288 -0.833 -1.407
C 1.338 -0.678 0.222
O 2.489 0.102 0.701
Si 2.271 1.831 0.485
C 2.729 2.495 -1.272
C 3.543 2.682 1.717
C 0.535 2.507 0.972
C -0.258 -0.731 -3.761
C 1.069 -1.147 -4.633
I 2.323 0.292 -5.702
C 1.473 -2.608 -4.713
C 0.665 -3.832 -3.961
I 3.282 -3.237 -5.857
C -1.672 -0.482 -4.572
C -1.840 -0.617 -6.226
O -1.151 -1.523 -6.958
H -5.162 2.294 -8.979
H -6.037 0.551 -8.759
H -5.482 1.221 -10.531
H -2.413 -1.288 -9.992
H -3.882 -0.703 -11.149
H -4.258 -1.698 -9.580
H -5.046 1.536 -6.566
H -5.176 0.758 1.328
H -3.421 -0.025 1.154
H -3.644 1.867 0.774
H -5.477 -1.719 -1.970
H -5.829 -1.474 -0.058
H -6.950 -0.639 -1.353
H -1.614 -0.102 -0.177
H 1.579 -1.962 -1.663
H 2.106 -0.182 -1.983
H 0.364 -0.264 0.720
H 1.482 -1.779 0.661
H 2.887 3.672 -1.154
H 3.743 2.080 -1.698
H 1.828 2.396 -2.048
H 4.600 2.277 1.417
H 3.297 2.192 2.776
H 3.445 3.849 1.730
H -0.225 2.481 0.075
H 0.620 3.624 1.323
H 0.042 1.851 1.835
H 1.332 -4.811 -3.815
H 0.317 -3.540 -2.864
H -0.296 -4.202 -4.545
C 3.252 -2.127 5.964
C 3.536 -0.612 5.761
C 4.313 -0.059 6.985
C 3.447 0.097 8.232
C 2.194 0.915 7.933
C 1.388 0.389 6.716
N 2.248 0.122 5.516
O 2.570 1.367 4.942
C 0.628 -0.906 7.109
C 0.237 1.406 6.419
C 4.487 -0.580 4.519
H 4.107 -2.745 5.660
H 3.063 -2.394 7.005
H 2.400 -2.460 5.358
H 4.749 0.919 6.743
H 5.161 -0.717 7.222
H 3.170 -0.882 8.636
H 4.026 0.596 9.018
H 1.560 0.934 8.827
H 2.499 1.956 7.756
H 0.135 -1.353 6.237
H -0.157 -0.693 7.847
H 1.258 -1.663 7.571
H 0.606 2.422 6.240
H -0.453 1.479 7.269
H -0.351 1.095 5.547
H 3.983 -0.976 3.629
H 5.380 -1.193 4.694
H 4.854 0.427 4.289
```

Summary:
multiplicity = 2
highest occupied orbital energy (spin up / spin down) = -7.77 / -7.76 eV
⟨S²⟩ = 0.7549
orbital gap (spin up / spin down) = 6.3 / 6.3 eV

---

# 4
ORCA calculation (ωB97M-V with the def2-TZVPD basis set) on a molecular structure, C23H45Cl3CoN2O3PSi.

Geometry as XYZ:
```
79
Properties=species:S:1:pos:R:3
C -1.500 -2.110 -3.587
C -0.921 -3.005 -2.552
H -1.113 -2.346 -4.585
H -1.270 -1.057 -3.364
H -2.595 -2.202 -3.634
C -0.426 -4.226 -2.805
C -0.321 -4.846 -4.164
H -0.090 -4.873 -1.993
H -0.528 -4.138 -4.971
H -1.035 -5.672 -4.276
H 0.675 -5.281 -4.327
Co 0.564 0.375 -1.124
Cl -1.834 -0.219 1.373
Cl -0.707 1.172 -2.742
H 0.766 4.384 3.081
H -1.353 5.360 2.065
C 1.121 4.162 2.066
C -0.971 5.062 1.081
N -0.025 3.943 1.185
H 1.750 3.261 2.076
C -0.161 2.861 0.409
O 0.653 1.889 0.362
H -1.812 4.760 0.448
H -1.062 2.845 -0.226
H 1.711 5.021 1.711
H -0.505 5.957 0.639
H 1.375 -1.521 -3.370
H 2.460 -3.804 -2.176
C 2.343 -1.085 -3.082
C 3.307 -3.116 -2.038
N 2.867 -1.741 -1.893
H 2.231 -0.007 -2.904
C 2.900 -1.114 -0.726
O 2.420 0.041 -0.546
H 3.869 -3.400 -1.143
H 3.371 -1.671 0.104
H 3.065 -1.253 -3.888
H 3.960 -3.176 -2.914
O 0.021 -1.541 -0.858
C -0.954 -2.463 -1.109
C 0.266 -4.120 0.418
C -0.924 -3.560 -0.044
H 1.224 -3.730 0.045
C 0.225 -5.189 1.331
H -1.964 -2.001 -1.035
C -2.139 -4.065 0.403
H 1.161 -5.630 1.689
C -0.999 -5.704 1.764
C -2.188 -5.146 1.285
H -3.056 -3.612 0.007
H -1.027 -6.557 2.457
H -3.152 -5.555 1.598
Si -0.342 4.401 -5.130
Cl -0.506 2.517 -6.005
C 1.493 4.615 -4.862
C -1.515 4.334 -3.682
C -0.908 5.815 -6.263
H 1.916 3.698 -4.440
H 1.699 5.455 -4.189
H 2.000 4.809 -5.818
H -0.266 5.937 -7.154
H -0.863 6.760 -5.690
H -1.945 5.688 -6.617
H -1.264 3.437 -3.102
H -2.547 4.214 -4.034
H -1.456 5.215 -3.035
C -1.468 -2.138 3.693
P -0.608 -0.778 2.915
C -0.507 0.661 3.954
C 1.004 -1.267 2.343
H -2.556 -1.958 3.670
H -1.120 -2.209 4.742
H -1.268 -3.071 3.148
H -0.214 0.313 4.953
H 0.276 1.341 3.567
H -1.470 1.201 4.004
H 1.578 -1.609 3.218
H 0.952 -2.068 1.602
H 1.509 -0.404 1.884
```

Summary:
multiplicity = 4
relative energy (zero: lowest compared OMol25 entry of this formula, charge and spin) = 0.00 kJ/mol
net charge = -1
highest occupied orbital energy (spin up / spin down) = -0.57 / -1.35 eV
⟨S²⟩ = 3.7774
orbital gap (spin up / spin down) = 3.1 / 3.8 eV

---

# 5
ORCA calculation (ωB97M-V with the def2-TZVPD basis set) on a single C3H6N2O molecule.

Geometry as XYZ:
```
12
Properties=species:S:1:pos:R:3
C -0.354 1.879 0.282
N 0.351 0.710 -0.283
C 1.174 -0.132 0.450
O 2.262 -0.230 0.952
N -0.091 -0.678 0.318
C -0.465 -1.659 -0.605
H -0.956 1.477 1.141
H 0.474 2.541 0.715
H -0.880 2.204 -0.619
H -0.202 -2.538 0.017
H -1.551 -1.785 -0.975
H 0.239 -1.788 -1.392
```

Summary:
relative energy (zero: lowest compared OMol25 entry of this formula, charge and spin) = 366.93 kJ/mol
highest occupied orbital energy = -10.10 eV
orbital gap = 11.1 eV
SMILES string = CN1C(=O)N1C

---

# 6
ORCA calculation (ωB97M-V with the def2-TZVPD basis set) on a gas-phase ion, CH3N2O (charge +1).

Geometry as XYZ:
```
7
Properties=species:S:1:pos:R:3
N -2.129 -0.022 -0.096
N -1.062 0.218 -0.026
C 0.335 0.349 0.125
O 0.919 -0.925 0.107
H 0.482 0.796 1.359
H 0.779 1.014 -0.782
H 0.676 -1.431 -0.687
```

Summary:
relative energy (zero: lowest compared OMol25 entry of this formula, charge and spin) = 180.69 kJ/mol
net charge = +1
highest occupied orbital energy = -17.66 eV
orbital gap = 11.2 eV
SMILES string = N#[N+]CO

---

# 7
ORCA calculation (ωB97M-V with the def2-TZVPD basis set) on 2 unconnected molecules or ions with the total composition C5H16N2O.

Geometry as XYZ:
```
24
Properties=species:S:1:pos:R:3
C 2.501 0.611 -2.048
C 2.307 0.107 -0.619
C 1.938 -1.369 -0.604
O 0.674 -1.623 -1.104
H 2.643 1.694 -2.077
H 1.689 0.301 -2.696
H 3.429 0.193 -2.452
H 3.219 0.299 -0.045
H 1.478 0.680 -0.188
H 2.688 -1.924 -1.180
H 2.071 -1.761 0.420
H -0.111 -1.492 -0.463
N -2.569 2.072 1.530
C -2.552 0.611 1.487
C -1.394 0.144 0.627
N -1.203 -1.298 0.570
H -2.823 2.415 0.613
H -3.320 2.374 2.135
H -3.512 0.181 1.156
H -2.403 0.234 2.503
H -0.493 0.568 1.062
H -1.463 0.541 -0.387
H -0.767 -1.706 1.380
H -2.027 -1.851 0.383
```

Summary:
relative energy (zero: lowest compared OMol25 entry of this formula, charge and spin) = 78.72 kJ/mol
highest occupied orbital energy = -9.09 eV
orbital gap = 9.9 eV
SMILES string = CCCO.NCCN

---

# 8
ORCA calculation (ωB97M-V with the def2-TZVPD basis set) on a single C5H8N2O molecule.

Geometry as XYZ:
```
16
Properties=species:S:1:pos:R:3
C 1.947 1.418 -1.653
N 1.079 1.520 -0.687
N 0.399 0.288 -0.518
C 0.337 0.000 0.903
C -0.097 -1.398 1.131
O -1.029 -1.655 0.117
C -1.839 -0.563 -0.007
C -0.833 0.585 0.187
H 1.944 0.448 -2.183
H 2.744 2.271 -1.814
H 1.012 0.483 1.591
H 0.730 -2.124 1.077
H -0.556 -1.625 2.124
H -2.701 -0.632 0.631
H -2.176 -0.651 -1.029
H -0.961 1.635 0.130
```

Summary:
relative energy (zero: lowest compared OMol25 entry of this formula, charge and spin) = 388.90 kJ/mol
highest occupied orbital energy = -8.84 eV
orbital gap = 9.9 eV
SMILES string = C=NN1[C@@H]2COC[C@@H]21

---

| no. | maximum force (eV/Å) |
| --- | --- |
| 1 | 2.55 |
| 2 | 0.66 |
| 3 | 8.82 |
| 4 | 4.56 |
| 5 | 3.16 |
| 6 | 4.83 |
| 7 | 1.29 |
| 8 | 3.05 |